[1]
A structure of composition C16H17NRuS3Te5 in a non-equilibrium geometry, computed with the ωB97M-V functional and the def2-TZVPD basis.

Last column: Löwdin charge in e.
Atoms and positions in Å:
1 Ru -0.67 -0.25 -0.19  -0.063
2 C 1.78 0.42 -2.43  -0.078
3 C 2.23 0.69 -1.03  -0.310
4 C 3.59 0.99 -0.80  -0.012
5 C 4.03 1.28 0.45  0.001
6 C 3.11 1.29 1.52  -0.159
7 C 3.51 1.60 2.84  -0.046
8 C 2.59 1.59 3.85  -0.078
9 C 1.25 1.25 3.58  -0.111
10 C 0.83 0.93 2.31  -0.605
11 S -0.82 0.47 2.02  0.531
12 C 1.77 0.96 1.24  -0.215
13 N 1.35 0.65 -0.04  0.010
14 H 2.63 0.43 -3.12  0.084
15 H 1.08 1.19 -2.75  0.054
16 H 1.29 -0.55 -2.49  0.011
17 H 4.27 0.99 -1.64  0.113
18 H 5.07 1.51 0.64  0.122
19 H 4.55 1.84 3.03  0.110
20 H 2.89 1.82 4.86  0.106
21 H 0.53 1.22 4.39  0.101
22 Te -2.31 1.20 -4.71  0.116
23 Te -3.05 3.77 -4.64  -0.060
24 Te -2.74 4.39 -2.06  -0.048
25 Te -1.78 2.25 -0.58  0.255
26 C -0.68 -3.56 -1.39  -0.401
27 S 0.56 -2.49 -0.64  0.759
28 C 0.46 -3.07 1.07  -0.371
29 H -1.63 -3.46 -0.88  -0.008
30 H -0.34 -4.59 -1.38  0.044
31 H -0.79 -3.23 -2.43  0.033
32 H 0.49 -4.16 1.10  0.043
33 H -0.44 -2.69 1.55  0.013
34 H 1.34 -2.67 1.59  0.041
35 Te -1.62 0.14 -2.39  0.551
36 C -3.38 -0.45 -1.47  -0.869
37 C -4.53 0.18 -1.10  -0.237
38 C -4.88 -0.04 0.28  -0.156
39 C -3.96 -0.75 0.98  -0.342
40 S -2.73 -1.27 -0.10  0.758
41 H -5.13 0.78 -1.77  0.118
42 H -5.77 0.38 0.73  0.112
43 H -3.93 -1.02 2.02  0.080

The frontier orbital gap is 0.195 Eh. Its LUMO energy is -0.99 eV. The HOMO energy comes out at -6.284 eV. As for the charge: 0. The calculation puts the strongest force on any atom at 2.62 eV Å⁻¹. The spin multiplicity is 1. The total energy is -89910.6488 eV.

---

[2]
An isolated molecule of C23H21N3O5, computed with the ωB97M-V functional and the def2-TZVPD basis.

Last column: Löwdin charge in e.
Atoms and positions in Å:
1 C -8.22 0.00 0.61  -0.091
2 H -7.87 -0.99 0.91  0.095
3 O -7.51 0.47 -0.51  -0.087
4 C -6.17 0.66 -0.40  -0.281
5 C -5.42 0.42 0.74  -0.013
6 C -4.05 0.64 0.75  -0.018
7 C -3.41 1.12 -0.39  -0.227
8 C -4.17 1.37 -1.54  -0.018
9 C -5.52 1.15 -1.54  -0.001
10 H -6.11 1.34 -2.42  0.119
11 H -3.68 1.74 -2.43  0.112
12 N -2.03 1.36 -0.45  0.136
13 C -1.08 1.06 0.47  -0.463
14 O -1.29 0.52 1.54  0.080
15 C 0.33 1.46 0.05  -0.009
16 H 0.42 1.67 -1.01  0.129
17 H 0.59 2.37 0.61  0.137
18 C 1.32 0.37 0.47  -0.159
19 N 1.56 -0.63 -0.53  0.014
20 C 2.88 -0.81 -0.79  -0.435
21 O 3.37 -1.61 -1.55  0.112
22 N 3.58 0.14 -0.02  0.129
23 C 2.72 0.91 0.73  -0.355
24 O 3.01 1.85 1.42  0.122
25 C 4.99 0.29 -0.04  -0.173
26 C 5.68 0.16 -1.24  -0.009
27 C 7.05 0.30 -1.25  -0.076
28 C 7.74 0.59 -0.09  -0.091
29 C 7.04 0.73 1.10  -0.076
30 C 5.67 0.58 1.13  -0.008
31 H 5.12 0.69 2.06  0.113
32 H 7.57 0.96 2.02  0.104
33 H 8.81 0.71 -0.10  0.101
34 H 7.59 0.19 -2.18  0.104
35 H 5.14 -0.07 -2.15  0.111
36 C 0.54 -1.44 -1.16  -0.036
37 C -0.45 -1.99 -0.19  -0.267
38 C -0.30 -2.67 0.98  -0.014
39 C -1.61 -2.89 1.48  -0.048
40 C -2.45 -2.32 0.57  -0.121
41 O -1.76 -1.77 -0.44  0.036
42 H -3.52 -2.23 0.53  0.120
43 H -1.88 -3.40 2.38  0.102
44 H 0.62 -2.99 1.43  0.117
45 H 1.08 -2.25 -1.68  0.138
46 H -0.01 -0.86 -1.91  0.139
47 H 0.93 -0.08 1.40  0.165
48 H -1.72 1.78 -1.31  0.141
49 H -3.48 0.45 1.64  0.106
50 H -5.88 0.05 1.64  0.105
51 H -9.26 -0.06 0.29  0.093
52 H -8.14 0.70 1.45  0.096

The frontier orbital gap is 0.320 Eh. The calculation puts the energy above the lowest of the compared OMol25 structures with the same formula, charge and spin at 0.0 kcal per mole. Its LUMO energy is 0.51 eV. The HOMO energy comes out at -8.192 eV. As for the charge: 0. The calculation puts the strongest force on any atom at 0.86 eV Å⁻¹. The spin multiplicity is 1. The total energy is -38900.7073 eV.

---

Q: What is the charge in the second record?
A: 0